Molecular formula: C44H50AsF4N6O3PSn
Method: DFT, wB97M-V/def2-TZVPD

As for the HOMO energy: -12.04 eV. The LUMO energy is -5.8 eV. The calculation puts the energy at -148339.495 eV. As for the orbital gap: 6.245 eV. For the energy relative to the best compared isomer or geometry (same formula, charge and spin), the calculation gives 128.50 kJ/mol.

Structure (ORCA input):
```
! wB97M-V def2-TZVPD RIJCOSX def2/J DEFGRID3
* xyz 2 1
Sn 0.34775 -2.27868 0.09803
C 2.20044 -3.70627 -1.85036
N 1.62478 -3.89313 -0.51219
C 0.76743 -5.08600 -0.52897
C 2.71703 -4.04154 0.46297
C 2.19000 -4.16635 1.87606
N 1.09358 -3.22867 2.01421
C 0.69775 -2.83814 3.25403
C -0.65462 -2.52037 3.48156
F -1.52836 -2.66886 2.44328
C -1.16369 -2.10662 4.69356
F -2.46363 -1.80609 4.75514
C -0.35513 -1.95739 5.79627
C 0.98691 -2.24171 5.61196
F 1.83241 -2.05642 6.62335
C 1.50275 -2.65431 4.39920
F 2.83872 -2.77690 4.31491
H 1.39697 -3.60933 -2.57948
H 2.81758 -2.80771 -1.87180
H 2.82143 -4.56316 -2.13249
H 1.35574 -5.99168 -0.71052
H 0.02902 -4.98838 -1.32452
H 0.24762 -5.19462 0.42328
H 3.33585 -3.14374 0.38438
H 3.34584 -4.91277 0.23945
H 3.02351 -3.99152 2.55270
H 1.81915 -5.17885 2.07518
H -0.73813 -1.63964 6.75400
O -0.43098 1.59101 2.97837
C -0.04127 0.75647 2.18064
O -0.86180 0.36832 1.19937
C 1.37457 0.32170 2.10847
C 2.26294 0.87182 3.05140
C 3.60663 0.74253 2.84376
C 4.06504 0.11827 1.66436
C 5.42941 0.06658 1.30156
C 5.81319 -0.53935 0.13848
C 4.85309 -1.12948 -0.71062
C 3.52604 -1.09436 -0.39015
C 3.10055 -0.46212 0.80038
N 1.77096 -0.38403 1.06113
H 1.85625 1.40120 3.90057
H 4.32225 1.14265 3.55010
H 6.15989 0.52604 1.95465
H 6.85703 -0.56397 -0.14177
H 5.18030 -1.60264 -1.62716
H 2.76658 -1.49556 -1.05717
C -5.44244 2.45056 4.51683
C -4.38261 3.32833 4.33340
C -3.39866 3.04239 3.40110
C -3.50045 1.87438 2.65738
C -4.56707 0.99672 2.81795
C -5.53612 1.28872 3.76177
As -2.28080 1.55807 1.19946
C -3.39313 0.71549 -0.11071
C -4.51978 1.44142 -0.50288
C -5.43452 0.86941 -1.36907
C -5.22985 -0.42404 -1.83569
C -4.11387 -1.14492 -1.43813
C -3.19405 -0.57828 -0.56890
C -1.52064 3.18105 0.49250
C -1.78414 3.47326 -0.84369
C -1.28469 4.63778 -1.40366
C -0.53084 5.51073 -0.63252
C -0.27359 5.22016 0.70052
C -0.76569 4.05716 1.27115
H -6.20020 2.67861 5.25402
H -4.32671 4.23712 4.91652
H -2.56669 3.71702 3.25563
H -4.62357 0.09322 2.22373
H -6.36282 0.60750 3.90775
H -4.67377 2.44411 -0.11733
H -6.31178 1.42371 -1.67257
H -5.95329 -0.87489 -2.50138
H -3.96120 -2.15501 -1.79354
H -2.32523 -1.13781 -0.25090
H -2.37987 2.79300 -1.43851
H -1.49345 4.87088 -2.43919
H -0.14998 6.42379 -1.06954
H 0.30104 5.90781 1.30565
H -0.54903 3.83513 2.30526
C -0.62833 1.00336 -5.24381
N -0.79784 0.59980 -3.85379
C -1.96180 1.18871 -3.20982
P 0.51413 0.21464 -2.90035
O 0.01603 -0.42777 -1.64329
N 1.44556 -0.85772 -3.75844
C 0.70018 -1.98945 -4.30941
C 2.68661 -0.54970 -4.45091
N 1.50092 1.50234 -2.53010
C 1.43523 2.09072 -1.19790
C 1.87672 2.46136 -3.56430
H -1.47494 0.63565 -5.82699
H 0.28301 0.56524 -5.64968
H -0.57982 2.09101 -5.35830
H -2.86190 0.89035 -3.75200
H -1.91647 2.28522 -3.19466
H -2.02727 0.81225 -2.19242
H -0.18750 -2.15913 -3.70148
H 1.32431 -2.88505 -4.28063
H 0.38599 -1.82696 -5.34506
H 3.29688 -1.45429 -4.49000
H 3.23699 0.20763 -3.89733
H 2.53243 -0.20919 -5.48059
H 1.02142 1.36241 -0.50513
H 0.81226 2.99308 -1.18181
H 2.44258 2.36189 -0.86932
H 1.84566 1.99988 -4.54926
H 2.89478 2.81137 -3.38026
H 1.21430 3.33354 -3.56489
*
```